DFT (the ωB97M-V functional and the def2-TZVPD basis) results for a molecular structure, C25H42Cl3N4O3SiZn at a distorted geometry.

```
79
Properties=species:S:1:pos:R:3
C 1.17 5.73 1.51
C 0.14 4.64 1.42
H 0.92 6.39 2.34
H 1.19 6.37 0.61
H 2.18 5.35 1.69
C -1.18 4.91 1.35
C -1.77 6.25 1.57
H -1.88 4.12 1.11
H -1.60 6.86 0.67
H -1.42 6.79 2.46
H -2.85 6.17 1.68
Zn 1.79 -1.69 -1.21
Cl 3.61 -0.92 -0.12
Cl 2.00 -1.26 -3.41
H 2.05 -5.46 -3.42
H 4.91 -5.13 -2.77
C 2.08 -4.39 -3.17
C 4.53 -4.10 -2.69
N 3.15 -4.12 -2.21
H 1.12 -4.07 -2.76
C 2.91 -3.98 -0.90
O 1.76 -3.82 -0.42
H 5.14 -3.54 -1.97
H 3.80 -3.95 -0.26
H 2.28 -3.81 -4.08
H 4.59 -3.62 -3.68
H -1.80 3.68 -2.27
H -3.54 4.28 -0.57
C -2.27 2.71 -2.50
C -4.13 3.49 -1.06
N -3.26 2.40 -1.47
H -1.51 1.92 -2.51
C -3.63 1.07 -1.31
O -3.07 0.12 -1.83
H -4.86 3.10 -0.34
H -4.49 0.96 -0.61
H -2.76 2.78 -3.48
H -4.64 3.91 -1.93
O 0.69 3.35 -0.48
C 0.68 3.28 0.96
C -1.40 1.86 0.92
C -0.14 2.12 1.45
H -1.65 2.25 -0.06
C -2.37 1.18 1.67
H 1.70 3.12 1.34
C 0.27 1.37 2.56
H -3.42 1.14 1.32
C -1.99 0.55 2.85
C -0.65 0.60 3.27
H 1.31 1.45 2.86
H -2.74 0.01 3.44
H -0.36 0.06 4.17
Si 1.77 3.63 -1.63
Cl -0.05 -1.13 -0.41
C 0.95 3.43 -3.28
C 3.28 2.54 -1.83
C 2.52 5.31 -1.54
H 0.12 2.71 -3.32
H 1.73 3.09 -3.98
H 0.57 4.40 -3.59
H 1.81 6.13 -1.73
H 3.23 5.30 -2.39
H 3.11 5.52 -0.64
H 3.64 2.04 -0.93
H 4.10 3.15 -2.25
H 3.07 1.77 -2.57
N -2.76 -5.26 3.43
C -2.22 -4.25 2.71
C -2.92 -3.65 1.64
C -2.25 -2.75 0.82
N -0.96 -2.50 1.03
C -0.29 -2.93 2.10
C -0.90 -3.81 2.99
H -3.66 -5.66 3.19
H -2.23 -5.73 4.15
H -3.95 -3.95 1.43
H -2.75 -2.27 -0.02
H 0.74 -2.62 2.23
H -0.35 -4.21 3.83
```

For the HOMO-LUMO gap, the calculation gives 0.19523 hartree. The value obtained for the LUMO energy is 2.5 eV. Its net charge is -1. The total energy comes out at -4872.124042 Ha. The value obtained for the energy above the lowest of the compared OMol25 structures with the same formula, charge and spin is 267.8 kJ/mol.

Here are the Mulliken charges for atoms 1 to 6, given in e:
1. C -1.9379
2. C 0.9766
3. H 0.5046
4. H 0.1980
5. H 0.4184
6. C 0.4754